This record from the Open Molecules 2025 dataset describes a single C5H5NO molecule. The level of theory is the ωB97M-V functional and the def2-TZVPD basis.

Each line ends with the Löwdin charge.
Positions of all 12 atoms, in Å:
C 2.95526 -0.44591 -0.08246  0.176
C 1.86009 -0.10181 0.23614  -0.029
C 0.55776 0.28219 0.61710  -0.429
O 0.30594 0.43220 1.79080  0.112
C -0.47173 0.48961 -0.38622  -0.277
C -1.66773 -0.42755 -0.37054  -0.104
N -1.75656 0.97886 -0.01630  0.050
H 3.92196 -0.74671 -0.35624  0.033
H -0.11681 0.52241 -1.41734  0.147
H -1.68711 -1.17224 0.41521  0.111
H -2.19089 -0.69986 -1.28938  0.108
H -1.74773 1.05499 1.00209  0.102

Total energy in eV: -8800.0465
E_HOMO in eV: -10.0
Kohn-Sham gap in hartree: 0.368
Energy above the lowest of the compared OMol25 structures with the same formula, charge and spin in kcal per mole: 77.8
SMILES: C#CC(=O)[C@H]1CN1